Formula: C3H8O3V
Source: the Open Molecules 2025 dataset
Level of theory: wB97M-V/def2-TZVPD

XYZ file:
```
15
Properties=species:S:1:pos:R:3:lowdin_charge:R:1
C -1.17472 1.47453 -0.07401 -0.34
O 0.00128 -0.42359 -0.80421 -0.37
H -1.62017 -0.58840 0.50724 0.12
O -0.08589 2.28047 -0.41368 -0.36
C -0.75226 0.06736 0.34596 -0.21
H -0.72717 -2.34102 -0.82543 0.10
V 1.33460 1.05452 -0.55169 0.97
H 2.50347 0.96765 1.76069 -0.04
O 2.04641 0.33598 1.20513 -0.44
H 0.73273 -2.12605 0.15274 0.10
C 0.23921 -1.81701 -0.78243 -0.08
H -1.81240 1.38127 -0.97954 0.12
H 0.19210 -0.10200 1.32724 0.20
H 0.89348 -2.05867 -1.62774 0.10
H -1.77068 1.89497 0.75972 0.12
```

Kohn-Sham gap (spin up / spin down)   7.6 / 9.3 eV
2S+1   4
DFT total energy   -35068.45934 eV
HOMO level (spin up / spin down)   -7.41 / -9.25 eV

Formula: C3H8O3Zn
Source: the Open Molecules 2025 dataset
Level of theory: wB97M-V/def2-TZVPD

XYZ file:
```
15
Properties=species:S:1:pos:R:3:lowdin_charge:R:1
Zn 1.08740 1.14198 -0.64769 0.88
H -0.90381 0.03291 1.43751 0.13
O -0.33825 2.22490 -0.15268 -0.33
O -0.15795 -0.46937 -0.44858 -0.29
C 0.55624 -1.59314 0.05081 -0.10
O 2.72419 0.44642 -0.39940 -0.39
H -2.23034 1.88513 0.63585 0.12
H 0.26335 -1.83733 1.08388 0.09
C -1.20981 0.03339 0.37654 -0.20
H -2.00960 1.40786 -1.06294 0.11
H 1.76281 -1.40980 0.09440 0.12
H 0.43239 -2.41340 -0.67080 0.09
C -1.49713 1.46274 -0.07934 -0.35
H 3.31867 0.58926 0.33610 -0.02
H -2.08210 -0.62691 0.25366 0.13
```

Kohn-Sham gap   9.7 eV
DFT total energy   -57800.15824 eV
HOMO level   -9.38 eV

Formula: C3H8O4P
Source: the Open Molecules 2025 dataset
Level of theory: wB97M-V/def2-TZVPD

XYZ file:
```
16
Properties=species:S:1:pos:R:3:lowdin_charge:R:1
P 1.28068 0.39642 -0.16630 0.34
H -0.51587 -0.76032 1.07313 0.10
H -0.64476 1.88090 1.23475 0.07
H -2.05090 -0.42144 -1.41918 0.05
O 1.78255 0.91538 1.16616 -0.38
H -2.16935 1.14072 0.89515 0.07
O 2.60834 -1.70665 0.91450 -0.14
O 1.38377 1.16178 -1.38917 -0.31
H -1.41028 1.83680 -0.53095 0.07
C -1.13774 1.30615 0.40555 -0.15
O 2.17950 -1.15589 -0.36466 -0.32
C -1.15462 -0.87435 -0.96582 -0.14
H 2.37919 -0.86772 1.37942 0.02
H -0.53422 -0.88736 -1.88915 0.07
C -0.48328 -0.09953 0.19901 -0.44
H -1.51303 -1.86491 -0.54245 0.08
```

Kohn-Sham gap   9.1 eV
Charge   -1
DFT total energy   -20720.63728 eV
SMILES   CC(C)[P@](=O)([O-])OO
HOMO level   -5.14 eV